Molecular formula: C30H35Br2N5O3STc
Method: DFT, wB97M-V/def2-TZVPD

```
77
Properties=species:S:1:pos:R:3:forces:R:3:mulliken_spin:R:1
Tc -0.227178 -0.801690 0.537933 -0.7599 1.1226 -0.0706 1.384
C -2.009513 4.663525 2.827951 -0.0054 -0.0212 0.0119 0.001
C -1.352859 4.156070 1.551185 0.0856 -0.0109 0.1489 -0.001
N -0.006001 3.622890 1.762244 -0.1272 0.1078 -0.0202 0.007
C 1.063877 4.603050 2.004739 -0.0241 -0.0873 -0.0001 0.000
C 1.422781 4.744074 3.478716 -0.0529 -0.0859 0.0247 0.001
C 0.266015 2.310657 1.763446 0.1439 0.1429 0.0362 0.009
S -1.037330 1.169098 1.705442 0.2497 -0.6890 -0.0919 -0.027
N 1.561129 1.996670 1.944564 -0.2217 0.1302 0.2457 0.013
C 2.105759 0.927541 1.417874 0.1291 -0.1301 -0.1707 -0.010
O 1.611275 0.199308 0.510609 0.2628 -0.1785 -0.2649 -0.003
C 3.468349 0.540239 1.909099 -0.1418 0.0612 0.0152 -0.004
C 4.019993 1.138537 3.038006 0.0554 0.0382 0.0414 0.003
C 5.242155 0.703402 3.530398 -0.0512 -0.0303 -0.0230 -0.001
C 5.919289 -0.330866 2.894192 -0.0257 0.0353 -0.0356 0.002
C 5.372375 -0.925448 1.763948 -0.0274 0.0491 0.0173 -0.001
C 4.147122 -0.493609 1.275262 0.1036 -0.0750 -0.0142 -0.001
H -3.054174 4.909894 2.630119 0.0310 0.0110 0.0127 0.000
H -1.519404 5.561646 3.205925 -0.0004 -0.0214 0.0169 0.000
H -1.979277 3.895520 3.602763 -0.0230 0.0156 -0.0252 0.000
H -1.270898 4.964640 0.822765 0.0139 0.0095 -0.0404 0.000
H -1.958404 3.369887 1.113919 0.0087 -0.0295 -0.0675 0.002
H 0.715406 5.554943 1.603531 -0.0212 -0.0027 -0.0201 0.000
H 1.943833 4.300342 1.444624 0.0134 0.0022 -0.0692 -0.001
H 0.581123 5.117034 4.062745 0.0343 0.0143 -0.0084 0.000
H 2.260636 5.434009 3.594387 -0.0366 -0.0042 -0.0027 0.000
H 1.716268 3.774097 3.880296 0.0190 0.0412 -0.0118 0.000
H 3.478175 1.939639 3.526268 0.0276 -0.0221 -0.0365 0.000
H 5.663940 1.166132 4.414039 0.0008 -0.0010 -0.0227 0.000
H 6.875162 -0.668978 3.275482 -0.0291 0.0020 0.0026 0.000
H 5.899255 -1.728939 1.265093 -0.0074 0.0094 0.0057 0.000
H 3.702994 -0.951309 0.401354 -0.0078 -0.0037 0.0286 -0.002
Br -1.560159 -5.664193 -0.222471 0.0050 -0.0397 -0.0294 0.001
C -0.586735 -4.937253 1.215789 0.0620 -0.4534 0.1689 0.008
C -0.043172 -5.801566 2.196205 -0.2043 0.0658 -0.3339 -0.006
C 0.647282 -5.304663 3.255666 0.1088 0.0862 0.1603 0.009
Br 1.374694 -6.505946 4.525394 0.0023 -0.0198 0.0526 0.000
C 0.832946 -3.907488 3.412898 0.0376 0.0283 0.0696 -0.025
C 1.491427 -3.269911 4.491279 -0.0439 -0.2280 -0.0651 0.024
C 1.551518 -1.910826 4.530579 -0.0232 0.2791 -0.0342 -0.014
C 0.991875 -1.156147 3.480520 0.1799 0.1126 0.2471 0.032
N 0.438975 -1.713534 2.433662 -0.1803 -0.4134 0.0438 -0.025
C 0.310881 -3.078144 2.409589 -0.0281 0.2140 -0.1207 -0.063
C -0.414159 -3.580412 1.285204 -0.0197 0.6754 -0.2699 0.066
O -0.861161 -2.715041 0.391031 -0.0060 -0.4780 0.3715 0.016
H -0.181818 -6.868960 2.095113 -0.0254 0.0177 -0.0372 0.000
H 1.924212 -3.868265 5.281936 -0.0091 -0.0075 -0.0203 0.002
H 2.032699 -1.395139 5.349869 -0.0259 0.0046 -0.0018 -0.001
H 0.987823 -0.072257 3.513588 0.1019 -0.0377 -0.0509 0.001
C -2.788879 1.849139 -1.676170 0.0573 0.0010 -0.0346 -0.013
O -1.741810 1.342165 -2.495250 -0.1923 0.0993 0.1357 0.001
C -1.442983 0.004249 -2.229220 0.1535 0.1107 0.1525 -0.024
C -1.496814 -2.390016 -2.872642 0.0139 0.0271 -0.0501 0.008
H -2.628752 1.580983 -0.631504 0.0245 -0.0029 0.0323 0.001
H -3.758793 1.463853 -2.007360 -0.0172 -0.0286 0.0005 0.004
H -2.780660 2.932899 -1.779475 -0.0032 0.0145 -0.0128 0.001
H -1.163308 -2.939062 -3.755731 -0.0103 0.0242 0.0270 -0.010
H -2.383146 -2.886552 -2.469037 0.0113 0.0122 -0.0105 -0.010
H -0.735242 -2.450530 -2.102464 -0.0185 0.0008 0.0338 0.000
N -0.921758 -0.312373 -1.077958 0.4031 -0.2123 0.0589 -0.078
C -1.760510 -0.946677 -3.201555 -0.1230 -0.2034 -0.2011 -0.135
N -2.352025 -0.675316 -4.403400 0.1412 -0.0180 -0.0071 -0.132
C -3.256884 -1.650705 -5.021177 -0.0247 0.1464 0.0329 -0.002
C -3.258681 -1.524718 -6.548508 0.1134 -0.0274 0.0128 -0.004
C -1.879759 -1.075909 -7.013653 -0.0779 0.0762 0.0065 0.001
C -1.644580 0.356751 -6.529338 0.0002 -0.0544 0.0184 -0.008
C -2.264230 0.588781 -5.137194 -0.0270 -0.1659 -0.0058 0.008
H -4.269265 -1.501338 -4.624272 -0.0095 -0.0180 0.0052 0.007
H -2.950366 -2.653733 -4.742794 0.0387 -0.0114 0.0126 -0.005
H -4.006087 -0.798090 -6.877058 -0.0126 -0.0115 -0.0054 0.000
H -3.529551 -2.487438 -6.982880 -0.0650 0.0100 0.0027 0.000
H -1.791066 -1.132683 -8.099122 0.0261 -0.0206 0.0068 0.000
H -1.125905 -1.743066 -6.587233 0.0111 -0.0079 -0.0356 0.000
H -2.106353 1.059396 -7.228331 0.0561 0.0091 0.0004 0.004
H -0.575981 0.575841 -6.504320 -0.0057 0.0106 0.0010 -0.001
H -3.270565 1.011325 -5.239092 0.0008 -0.0114 0.0342 -0.002
H -1.675048 1.290566 -4.568031 -0.0119 0.0460 0.0263 -0.006
```
Positions in Å, forces in eV/Å.

The largest force on an atom is 1.36 eV Å⁻¹. For the HOMO-LUMO gap (spin up / spin down), the calculation gives 0.2280 / 0.2219 Eh. The spin multiplicity is 2. The calculation puts the total energy at -7290.69911 Ha. The value obtained for the energy above the lowest of the compared OMol25 structures with the same formula, charge and spin is 0.00 kcal/mol.